A molecular structure, C58H111MgN14O12 at a distorted geometry, computed with the ωB97M-V functional and the def2-TZVPD basis.

ORCA input file:
```
! RIJCOSX wB97M-V def2-TZVPD def2/J DEFGRID3
* xyz 1 1
Mg 0.21 -6.77 -2.33
C 0.85 -1.87 -0.05
C -0.17 -2.53 -0.98
C -1.04 -1.56 -1.77
O 0.27 -3.69 -1.58
H 0.42 -0.98 0.40
H 1.70 -1.57 -0.67
H 1.18 -2.44 0.82
H -0.82 -2.86 -0.17
H -1.56 -2.17 -2.51
H -0.42 -0.80 -2.25
H -1.81 -1.05 -1.18
C -0.92 3.93 2.77
C -0.91 2.88 3.72
C -0.22 3.00 4.95
C 0.50 4.14 5.21
C 0.37 5.22 4.39
C -0.28 5.10 3.20
C 1.05 6.59 4.74
O 1.03 7.58 3.99
C 1.65 6.63 6.14
C 2.13 7.89 6.58
C 2.75 7.98 7.83
C 2.91 6.82 8.67
C 2.43 5.59 8.26
C 1.84 5.46 6.95
C 1.30 4.14 6.44
O 1.62 3.06 7.00
H -1.42 3.88 1.81
H -1.33 1.89 3.55
H -0.15 2.13 5.58
H -0.49 5.92 2.53
H 1.96 8.83 6.08
H 3.32 8.87 8.07
H 3.63 6.76 9.46
H 2.53 4.71 8.89
C -0.56 0.23 -8.01
O 0.52 -0.26 -8.21
N -1.06 1.23 -8.77
N -1.21 -0.07 -6.95
H -1.88 1.72 -8.44
H -0.59 1.49 -9.63
H -2.22 -0.06 -6.94
H -0.86 -0.80 -6.35
C -0.09 -8.39 1.61
O -0.12 -7.85 0.48
N 0.80 -8.10 2.50
N -1.07 -9.06 1.98
H 0.89 -8.72 3.28
H 1.41 -7.36 2.18
H -1.90 -8.99 1.42
H -0.92 -9.70 2.75
C 1.67 -5.35 -5.99
O 1.13 -6.15 -5.27
N 1.51 -4.09 -5.88
N 2.53 -5.73 -6.91
H 1.30 -3.87 -4.91
H 2.12 -3.52 -6.44
H 3.18 -5.03 -7.23
H 2.80 -6.70 -6.96
C -3.81 -6.94 -3.34
O -2.83 -6.79 -2.78
N -4.00 -6.76 -4.58
N -4.87 -7.51 -2.82
H -4.92 -6.60 -4.95
H -3.25 -6.60 -5.24
H -5.72 -7.55 -3.37
H -4.75 -7.95 -1.92
C 4.43 -6.65 -2.25
O 3.25 -6.99 -2.19
N 5.48 -7.44 -2.16
N 4.87 -5.45 -2.40
H 5.13 -8.36 -1.91
H 6.34 -7.10 -1.76
H 4.14 -4.75 -2.37
H 5.87 -5.31 -2.29
C -7.65 1.44 -8.16
C -6.59 2.44 -7.70
C -7.45 3.78 -7.28
C -7.20 4.57 -5.97
C -6.66 3.55 -4.95
C -5.55 2.59 -5.41
N -6.03 1.74 -6.56
O -5.31 0.59 -6.82
C -4.21 3.43 -5.69
C -5.24 1.76 -4.12
C -5.55 2.75 -8.80
H -7.17 0.52 -8.49
H -8.26 1.84 -8.97
H -8.29 1.09 -7.35
H -7.27 4.51 -8.07
H -8.52 3.58 -7.18
H -7.97 5.22 -5.57
H -6.33 5.19 -6.23
H -7.58 3.00 -4.74
H -6.40 3.92 -3.96
H -4.52 4.36 -6.16
H -3.78 3.75 -4.74
H -3.51 2.79 -6.22
H -5.34 2.27 -3.17
H -5.99 1.00 -3.93
H -4.26 1.29 -4.10
H -5.01 1.82 -8.95
H -4.74 3.41 -8.48
H -5.94 3.07 -9.77
H -5.84 -0.18 -6.58
C 1.70 3.22 -4.34
C 2.08 4.33 -3.41
C 3.61 4.03 -3.00
C 4.28 5.28 -2.39
C 4.30 6.51 -3.33
C 2.77 6.79 -3.77
N 2.02 5.58 -4.16
O 0.83 5.83 -4.80
C 1.87 7.69 -2.87
C 2.99 7.67 -5.00
C 1.19 4.28 -2.18
H 0.64 2.95 -4.32
H 2.30 2.32 -4.20
H 1.93 3.58 -5.34
H 3.74 3.18 -2.33
H 4.20 3.97 -3.91
H 5.21 4.84 -2.05
H 3.80 5.68 -1.50
H 4.88 6.28 -4.23
H 4.69 7.43 -2.89
H 2.36 8.00 -1.95
H 1.55 8.67 -3.23
H 0.97 7.19 -2.50
H 2.02 8.13 -5.19
H 3.76 8.43 -4.84
H 3.33 7.20 -5.92
H 1.64 4.81 -1.34
H 1.10 3.29 -1.73
H 0.26 4.82 -2.37
H 1.17 6.01 -5.68
C -4.54 -2.69 8.82
C -3.95 -3.67 7.87
C -4.72 -5.06 7.90
C -4.38 -6.06 6.86
C -4.53 -5.38 5.51
C -3.74 -4.02 5.31
N -4.06 -3.12 6.46
O -3.70 -1.82 6.35
C -2.28 -4.47 5.06
C -4.25 -3.35 3.99
C -2.41 -3.65 8.28
H -5.55 -2.32 8.63
H -3.92 -1.84 9.09
H -4.74 -3.26 9.73
H -4.67 -5.46 8.91
H -5.76 -4.83 7.68
H -4.94 -6.99 6.94
H -3.32 -6.29 6.95
H -5.60 -5.16 5.44
H -4.24 -6.08 4.73
H -1.54 -3.67 5.19
H -1.95 -5.23 5.76
H -2.17 -4.96 4.09
H -4.26 -4.08 3.18
H -5.25 -2.91 4.03
H -3.62 -2.56 3.60
H -2.54 -3.72 9.36
H -1.89 -2.74 8.01
H -1.89 -4.58 8.02
H -4.53 -1.50 5.99
C 6.09 -2.53 3.06
C 6.97 -1.24 3.32
C 6.52 -0.12 2.27
C 5.20 0.52 2.49
C 5.15 1.20 3.85
C 5.69 0.23 4.95
N 6.93 -0.47 4.62
O 7.45 -1.27 5.63
C 5.94 1.03 6.30
C 4.48 -0.80 5.27
C 8.43 -1.55 2.91
H 6.22 -3.19 3.92
H 6.34 -3.15 2.21
H 5.04 -2.26 3.21
H 7.22 0.71 2.36
H 6.62 -0.60 1.30
H 4.54 -0.34 2.40
H 4.87 1.34 1.84
H 4.16 1.60 4.06
H 5.70 2.12 3.70
H 5.47 2.01 6.33
H 5.67 0.28 7.04
H 6.99 1.16 6.56
H 3.98 -0.50 6.20
H 3.70 -0.82 4.51
H 4.90 -1.79 5.44
H 9.06 -0.69 3.14
H 8.48 -1.81 1.85
H 8.86 -2.39 3.46
H 8.37 -1.17 5.40
*
```

Atomic partial charges in e from the Löwdin method, atoms 1 to 99: 1.2849 -0.0768 -0.6416 -0.0649 -0.2762 0.0728 0.0698 0.0699 0.1142 0.0657 0.0683 0.0729 -0.0289 -0.0409 -0.0014 -0.1354 -0.0905 -0.0255 -0.2164 0.0842 -0.0716 -0.0093 -0.0443 -0.0598 -0.0034 -0.0495 -0.2445 0.0666 0.1026 0.0971 0.1196 0.1187 0.1156 0.1000 0.1025 0.1125 -0.7982 0.0318 0.1659 0.1688 0.0919 0.1126 0.1047 0.1176 -0.8052 -0.0649 0.1972 0.1941 0.1292 0.1367 0.1431 0.1350 -0.8077 -0.0045 0.1976 0.1818 0.1274 0.1245 0.1153 0.1249 -0.8739 0.0729 0.1805 0.1729 0.1241 0.1325 0.1165 0.1242 -0.7533 -0.0238 0.1618 0.1822 0.1216 0.1191 0.1336 0.1258 -0.0584 -0.4629 -0.0844 -0.1729 -0.1680 -0.4331 -0.1461 -0.0194 -0.0091 -0.0585 -0.0285 0.0732 0.0860 0.0881 0.1054 0.1033 0.1142 0.0829 0.1185 0.1125 0.0603 0.0790 0.0686

=====

11 unconnected molecules or ions with the total composition C58H113N6O20 at a distorted geometry, computed with the ωB97M-V functional and the def2-TZVPD basis.

ORCA input file:
```
! RIJCOSX wB97M-V def2-TZVPD def2/J DEFGRID3
* xyz 1 1
C 9.44 0.71 0.23
C 8.45 0.99 -0.98
C 7.45 -0.07 -1.04
C 6.52 -0.17 0.24
C 5.62 1.08 0.25
C 6.38 2.48 -0.09
N 7.82 2.29 -0.61
O 8.63 3.27 -0.21
C 6.39 3.20 1.31
C 5.54 3.16 -1.13
C 9.19 1.20 -2.29
H 9.46 -0.37 0.37
H 8.99 1.09 1.15
H 10.50 0.95 0.16
H 7.90 -1.07 -1.09
H 6.86 -0.03 -1.96
H 7.21 -0.20 1.09
H 5.97 -1.10 0.36
H 5.11 1.05 1.21
H 4.88 0.78 -0.49
H 7.24 2.80 1.87
H 5.56 2.92 1.95
H 6.34 4.24 0.99
H 5.91 4.18 -1.25
H 4.47 3.31 -1.00
H 5.71 2.61 -2.06
H 8.49 1.60 -3.03
H 9.78 0.35 -2.61
H 9.80 2.10 -2.31
C 1.34 -7.08 -1.37
C 0.60 -6.33 -0.18
C -0.71 -7.07 0.19
C -0.59 -8.29 1.11
C 0.08 -7.81 2.42
C 1.49 -7.23 2.24
N 1.54 -6.30 1.03
O 2.75 -5.91 0.74
C 2.50 -8.35 2.05
C 1.80 -6.29 3.43
C 0.18 -4.82 -0.45
H 1.42 -8.11 -1.00
H 2.31 -6.68 -1.64
H 0.86 -7.02 -2.35
H -1.09 -7.43 -0.77
H -1.57 -6.51 0.56
H -0.16 -9.18 0.65
H -1.51 -8.80 1.42
H 0.10 -8.60 3.18
H -0.56 -7.02 2.81
H 2.15 -9.22 1.50
H 2.91 -8.75 2.97
H 3.43 -8.08 1.55
H 0.94 -5.69 3.73
H 2.67 -5.64 3.27
H 2.04 -6.83 4.35
H -0.10 -4.28 0.45
H -0.74 -4.75 -1.04
H 1.00 -4.38 -1.03
C -2.86 -2.08 -4.81
C -4.20 -1.36 -4.89
C -5.32 -2.37 -4.77
C -6.71 -1.69 -4.56
C -6.68 -0.93 -3.19
C -5.58 0.13 -3.11
N -4.31 -0.47 -3.65
O -3.26 0.27 -3.49
C -5.40 0.52 -1.64
C -5.97 1.40 -3.85
C -4.27 -0.47 -6.19
H -2.78 -2.49 -3.80
H -1.98 -1.52 -5.14
H -2.73 -2.83 -5.58
H -5.09 -3.01 -3.92
H -5.47 -3.00 -5.64
H -7.43 -2.50 -4.44
H -7.04 -0.98 -5.32
H -6.56 -1.71 -2.43
H -7.61 -0.52 -2.80
H -6.39 0.61 -1.20
H -4.75 1.38 -1.46
H -5.16 -0.36 -1.05
H -6.55 2.16 -3.34
H -6.43 1.12 -4.80
H -5.08 1.96 -4.17
H -5.29 -0.16 -6.41
H -3.89 -0.96 -7.09
H -3.78 0.50 -6.12
C -2.11 0.31 2.36
C -1.17 -0.09 1.16
C -1.87 0.26 -0.19
C -0.99 0.33 -1.43
C 0.50 0.59 -1.22
C 0.78 1.41 0.09
N 0.11 0.76 1.26
O 0.55 1.08 2.42
C 0.25 2.83 -0.05
C 2.32 1.53 0.30
C -0.83 -1.56 1.16
H -2.24 1.39 2.47
H -1.70 -0.13 3.27
H -3.14 -0.06 2.30
H -2.38 1.22 -0.17
H -2.68 -0.45 -0.37
H -1.35 1.06 -2.15
H -1.10 -0.68 -1.84
H 1.02 1.11 -2.02
H 1.04 -0.36 -1.17
H 0.48 3.41 0.84
H -0.83 2.84 -0.18
H 0.79 3.33 -0.86
H 2.73 0.53 0.17
H 2.74 1.85 1.26
H 2.77 2.15 -0.48
H -1.51 -2.26 0.69
H -0.57 -1.99 2.13
H 0.11 -1.66 0.61
C -5.69 7.46 -1.90
C -4.76 6.34 -2.46
C -4.14 6.68 -3.90
C -3.05 7.69 -3.77
C -1.91 7.18 -2.85
C -2.32 6.83 -1.43
N -3.65 6.07 -1.48
O -4.08 5.56 -0.31
C -2.44 8.09 -0.54
C -1.23 6.01 -0.81
C -5.43 4.97 -2.73
H -6.15 7.15 -0.96
H -6.53 7.66 -2.56
H -5.21 8.37 -1.56
H -4.91 7.17 -4.49
H -3.91 5.86 -4.57
H -3.53 8.66 -3.63
H -2.62 7.80 -4.77
H -1.11 7.91 -2.75
H -1.41 6.45 -3.48
H -3.04 8.89 -0.98
H -1.46 8.52 -0.33
H -2.94 7.85 0.39
H -1.48 5.66 0.19
H -0.23 6.46 -0.82
H -0.97 5.06 -1.30
H -6.25 5.10 -3.44
H -5.95 4.68 -1.81
H -4.70 4.21 -2.97
C -1.77 -2.92 4.19
C -0.38 -3.12 4.77
C -0.05 -1.87 5.65
N 1.26 -1.98 6.46
C 1.19 -3.10 7.46
C 2.56 -2.05 5.64
C 2.93 -0.69 5.10
C 2.36 0.27 6.10
C 1.47 -0.58 7.13
H -1.76 -3.33 3.19
H -2.05 -1.87 4.19
H -2.51 -3.44 4.81
H 0.35 -3.29 3.97
H -0.33 -4.00 5.41
H -0.80 -1.57 6.39
H 0.05 -0.94 5.09
H 0.17 -3.06 7.84
H 1.93 -2.93 8.23
H 1.43 -3.99 6.87
H 3.36 -2.46 6.26
H 2.32 -2.84 4.93
H 3.99 -0.64 4.85
H 2.32 -0.59 4.20
H 3.11 0.86 6.63
H 1.75 1.04 5.61
H 2.13 -0.72 7.98
H 0.56 -0.04 7.40
O 2.66 2.92 -3.91
C 3.62 1.97 -3.82
O 4.75 2.01 -4.33
O 3.27 1.07 -2.99
H 2.26 2.34 -3.23
O -4.15 -2.29 0.25
C -4.47 -3.37 -0.50
O -3.49 -3.98 -0.96
O -5.65 -3.64 -0.77
H -3.25 -2.62 0.07
O -1.28 1.36 5.61
C -1.04 2.66 5.39
O -0.78 3.27 6.44
O -1.26 3.20 4.31
H -0.91 1.60 6.48
O -1.14 2.80 -4.24
C -2.33 3.32 -3.88
O -3.28 3.27 -4.68
O -2.29 3.73 -2.67
H -0.90 2.84 -3.30
O 3.58 -1.05 1.74
C 2.85 -2.09 1.31
O 2.84 -2.29 0.08
O 2.31 -2.87 2.12
H 3.77 -0.99 0.78
*
```

Atomic partial charges in e from the Löwdin method, atoms 1 to 99: 0.0183 -0.4688 -0.1238 -0.1296 -0.1114 -0.3637 0.1148 0.1620 0.0063 -0.0007 0.0084 0.0955 0.0802 0.0995 0.1360 0.1442 0.1004 0.1145 0.0972 0.1072 0.0880 0.0874 0.0911 0.0995 0.0999 0.0902 0.1042 0.1125 0.0928 0.0211 -0.3610 -0.1289 -0.1639 -0.1224 -0.4229 0.1072 0.1812 -0.0071 -0.0036 0.0250 0.0831 0.0874 0.1026 0.1319 0.1314 0.1073 0.1214 0.1358 0.1192 0.0925 0.1025 0.0922 0.0712 0.0892 0.0974 0.0763 0.0870 0.0917 -0.0188 -0.4213 -0.1144 -0.1290 -0.1188 -0.4432 0.1320 0.1873 -0.0043 0.0033 0.0272 0.0935 0.0972 0.1032 0.1316 0.1344 0.1190 0.0973 0.1114 0.1330 0.1072 0.0934 0.0800 0.1027 0.0849 0.0683 0.0733 0.1039 0.0939 0.0163 -0.3525 -0.1227 -0.1603 -0.0793 -0.3935 0.1002 0.1930 0.0066 -0.0100 0.0078 0.0881

=====

Kohn-Sham gap / Eh: 0.14292 0.10316